(1)
The following is a quantum chemistry calculation of 2 unconnected molecules or ions with the total composition C4H12OS, from the Open Molecules 2025 dataset.

```
18
Properties=species:S:1:pos:R:3:forces:R:3
C -0.7393 -1.2747 0.7162 -2.536 -0.748 -1.154
C -1.5494 -1.8974 1.8917 1.686 0.547 2.295
O -2.9697 -1.7847 2.0993 0.532 0.454 -1.977
H 0.0804 -1.8080 0.2531 0.638 -0.510 0.997
H -0.4598 -0.2933 1.0628 0.160 0.314 -0.753
H -1.3652 -1.2840 -0.2075 -0.084 0.859 0.542
H -1.2955 -2.9074 2.1910 0.273 -0.356 -0.514
H -1.1396 -1.2526 2.6843 -0.146 -0.629 0.425
H -3.2935 -1.5342 1.2248 -0.567 -0.035 0.214
C 2.5126 0.0960 -1.2803 0.006 0.139 -0.474
C 2.0430 1.5605 -1.4391 1.285 -0.222 -0.733
S 0.2884 1.6613 -1.0408 -0.429 0.938 0.500
H 2.3658 -0.1363 -0.2296 0.062 -0.524 -0.018
H 1.9723 -0.6014 -1.9349 -0.337 0.224 0.391
H 3.5586 -0.0916 -1.5745 -0.180 0.567 0.326
H 2.2726 1.9360 -2.4617 -0.420 -0.206 0.635
H 2.6382 2.1616 -0.7509 -0.237 0.100 0.016
H 0.2322 2.8259 -0.2877 0.295 -0.910 -0.715
```
Forces are in eV/Å.

The net charge is 0. The HOMO energy is -9.16 eV. The SMILES is CCO.CCS. As for the LUMO energy: 0.8 eV. The value obtained for the HOMO-LUMO gap is 9.92 eV. Its molar mass is 108.206 g/mol. The calculation puts the strongest force on any atom at 2.9 eV Å⁻¹. As for the relative energy (zero: lowest compared OMol25 entry of this formula, charge and spin): 157.3 kJ/mol.

Atom-resolved charges from natural (NBO), all expressed in e: -0.656, -0.082, -0.707, 0.231, 0.224, 0.205, 0.166, 0.157, 0.460, -0.617, -0.530, -0.055, 0.213, 0.208, 0.216, 0.210, 0.220, 0.138

=====

(2)
The following is a quantum chemistry calculation of H3N in the gas phase, from the Open Molecules 2025 dataset.

```
4
Properties=species:S:1:pos:R:3:forces:R:3
N 0.0304 0.1426 -0.1043 -0.444 0.764 -0.646
H -0.8759 0.2655 0.3038 -0.122 -0.171 0.126
H 0.0780 -0.6149 -0.7555 0.111 -0.307 0.130
H 0.7675 0.2068 0.5560 0.455 -0.285 0.389
```
Forces are in eV/Å.

The net charge is 0. The HOMO energy is -9.69 eV. The SMILES is N. As for the LUMO energy: 1.4 eV. The value obtained for the HOMO-LUMO gap is 11.05 eV. Its molar mass is 17.031 g/mol. The calculation puts the strongest force on any atom at 1.1 eV Å⁻¹. As for the relative energy (zero: lowest compared OMol25 entry of this formula, charge and spin): 6.2 kJ/mol.

Atom-resolved charges from natural (NBO), all expressed in e: -1.097, 0.364, 0.367, 0.366